The following is a DFT calculation (wB97M-V/def2-TZVPD) of a cluster of 5 separate species, C5H21NO5 in total in a non-equilibrium geometry.

Atoms and positions in Å:
C: -2.59099 -2.40737 0.91569
N: -1.67068 -1.28704 0.62589
C: -0.34505 -1.70948 0.25588
C: 0.67974 -0.48444 0.22715
C: 1.41084 -0.42936 -1.17217
C: 2.83394 0.00467 -0.87913
O: 0.75373 0.51537 -1.88817
H: -2.60253 -2.62717 2.02010
H: -2.37621 -3.38375 0.31428
H: -3.68872 -2.19617 0.78477
H: -2.16082 -0.72827 -0.10110
H: -0.35352 -2.45670 -0.52709
H: 0.07056 -2.49564 1.07197
H: 0.19031 0.50888 0.24807
H: 1.28303 -0.71764 1.14262
H: 1.20799 -1.27094 -1.90023
H: 3.23252 0.34021 -1.86402
H: 2.68929 0.84451 -0.18494
H: 3.55491 -0.75584 -0.76339
H: 1.18299 0.82789 -2.79826
O: -1.64584 2.34524 -2.11524
H: -2.48478 2.57957 -2.00676
H: -1.58922 1.52962 -2.65488
O: 1.45521 0.43946 3.05243
H: 1.99565 0.42271 3.88507
H: 0.80065 -0.05448 3.16877
O: 2.19445 2.65278 -0.76654
H: 1.26238 2.73078 -0.61324
H: 2.30643 2.47553 0.18919
O: -2.88862 1.59778 1.05208
H: -2.07655 0.94118 0.90185
H: -2.63108 2.24810 0.37938

Results
SMILES string: CNCC[C@H](C)O.O.O.O.O
E, hartree: -633.89070
Energy above the lowest of the compared OMol25 structures with the same formula, charge and spin, kcal/mol: 107.4
LUMO energy, eV: 0.5
F_max, eV/Å: 11.9
Multiplicity: 1


The following is a DFT calculation (wB97M-V/def2-TZVPD) of a structure of composition C25H32ClCuNP2.

Atoms and positions in Å:
Cu: 0.26673 -1.05510 -0.55724
C: -0.56853 2.09998 -2.15925
P: -0.51310 2.32521 -0.33719
C: -1.31134 3.98458 -0.24694
C: 1.24838 2.87437 -0.14161
C: 2.27181 1.81409 -0.55513
P: 1.98148 0.15175 0.20452
C: 1.98905 0.54594 1.97770
C: 3.60970 -0.62290 -0.03225
H: -0.06322 2.91331 -2.68914
H: -1.61550 2.06330 -2.46268
H: -0.12059 1.14127 -2.42741
H: -0.87362 4.69234 -0.95688
H: -1.21183 4.38799 0.76253
H: -2.37448 3.87045 -0.46258
H: 1.38435 3.11053 0.91820
H: 1.41892 3.80108 -0.70112
H: 3.28240 2.15115 -0.29836
H: 2.24928 1.66777 -1.63957
H: 2.81530 1.21746 2.22718
H: 2.09883 -0.38340 2.54003
H: 1.04095 1.00846 2.25341
H: 4.41166 0.05939 0.25975
H: 3.73470 -0.90777 -1.07710
H: 3.66139 -1.52493 0.57549
N: -2.21634 -1.14813 1.08532
C: -2.97968 -0.33584 0.26784
C: -3.67261 0.74334 0.82596
C: -4.41762 1.60471 0.04032
C: -4.48545 1.41348 -1.33222
C: -3.81039 0.33450 -1.88709
C: -3.05949 -0.55345 -1.12371
C: -2.42846 -1.73872 -1.77481
C: -3.26616 -2.54277 -2.55766
C: -2.77421 -3.66004 -3.21171
C: -1.43073 -3.98052 -3.07048
C: -0.61162 -3.18292 -2.28226
C: -1.06214 -2.03432 -1.60567
H: -1.84555 -1.99226 0.67676
H: -2.48442 -1.21433 2.05122
H: -3.60725 0.90757 1.89533
H: -4.94085 2.43261 0.50505
H: -5.05698 2.08660 -1.95876
H: -3.85689 0.16428 -2.95726
H: -4.31755 -2.28741 -2.64266
H: -3.43202 -4.27692 -3.81306
H: -1.02378 -4.85657 -3.56398
H: 0.43049 -3.47432 -2.18474
Cl: 3.86605 -4.26115 0.45975
C: 3.35460 -3.54137 1.98527
C: 4.27336 -3.50715 3.01169
C: 3.93563 -2.99922 4.26215
C: 2.62035 -2.55158 4.43722
C: 1.70503 -2.58289 3.41379
C: 2.01077 -3.05726 2.08894
C: 1.09591 -3.01457 1.04790
H: 5.26827 -3.89455 2.82536
H: 4.65869 -2.97140 5.06581
H: 2.30827 -2.17079 5.40487
H: 0.69257 -2.23263 3.59010
H: 1.30175 -3.49993 0.10512
H: 0.05952 -2.77779 1.26663

Results
E, hartree: -3810.01011
Energy above the lowest of the compared OMol25 structures with the same formula, charge and spin, kcal/mol: 5.4
LUMO energy, eV: 2.8
Charge: -1
F_max, eV/Å: 0.4
Multiplicity: 1


The following is a DFT calculation (wB97M-V/def2-TZVPD) of an isolated molecule of C2H8Br2OSi2 in a non-equilibrium geometry.

Atoms and positions in Å:
C: -1.16520 2.37235 -0.18207
Si: -1.88642 0.62417 -0.14734
Br: -3.19795 0.21199 1.51914
O: -0.47666 -0.71756 0.09367
Si: 0.96183 -1.02541 0.67267
C: 1.94426 -2.12876 -0.56688
Br: 1.93043 0.94585 1.14201
H: -1.93781 2.93687 -0.85150
H: -1.10972 2.70480 0.81177
H: -0.24379 2.22052 -0.68156
H: -2.26965 0.25204 -1.44381
H: 0.91639 -1.35636 2.15543
H: 2.26832 -1.47412 -1.31084
H: 2.93850 -2.62099 -0.17749
H: 1.32747 -2.94540 -1.03321

Results
SMILES string: C[Si@H](Br)O[Si@@H](C)Br
E, hartree: -5883.40458
Energy above the lowest of the compared OMol25 structures with the same formula, charge and spin, kcal/mol: 2.4
LUMO energy, eV: 0.6
F_max, eV/Å: 4.7
Multiplicity: 1


The following is a DFT calculation (wB97M-V/def2-TZVPD) of a structure of composition C22H25N5S4SbSiTi.

Atoms and positions in Å:
Ti: 0.24378 0.01252 0.00567
N: -2.66957 2.51985 2.09531
C: -1.94780 2.01866 1.01199
S: -0.40791 2.74283 0.66295
N: -2.50546 1.05396 0.34715
N: -1.62977 0.60563 -0.64829
C: -1.79873 0.92658 -1.91935
C: -3.06755 1.47907 -2.43597
C: -3.08880 2.57950 -3.29304
C: -4.29094 3.08601 -3.76513
C: -5.49063 2.50800 -3.37884
C: -5.48126 1.42367 -2.50878
C: -4.28388 0.91513 -2.03759
C: -0.62046 0.85977 -2.71009
C: -0.61739 0.87892 -4.12625
C: 0.56760 0.95702 -4.80329
C: 1.77843 0.99789 -4.07165
C: 1.71266 0.85769 -2.70599
N: 0.56715 0.75323 -2.01596
H: -2.06143 2.90484 2.80081
H: -3.30378 1.82042 2.45967
H: -2.15312 3.04782 -3.56919
H: -4.28413 3.94505 -4.42600
H: -6.43199 2.90396 -3.74240
H: -6.41396 0.97298 -2.19046
H: -4.26921 0.08383 -1.34640
H: -1.56320 0.82108 -4.64698
H: 0.58433 0.96472 -5.88683
H: 2.74000 1.06563 -4.55980
H: 2.61097 0.77824 -2.10481
S: 2.70660 -4.71503 -1.64676
Sb: 1.88314 -2.58704 -1.59892
S: -0.37764 -2.25992 -1.12266
S: 2.70305 -1.07283 -0.01196
C: 2.69625 -0.48396 3.93030
Si: 1.55758 0.69166 2.97411
C: 2.76166 1.62732 1.86597
C: 0.87202 2.01373 4.14947
N: 0.29503 -0.15530 2.12262
C: -0.62628 -0.89857 2.83330
C: -1.69334 -1.54261 2.15926
C: -2.64798 -2.28220 2.82317
C: -2.60743 -2.43928 4.20630
C: -1.56381 -1.83904 4.89052
C: -0.59771 -1.09287 4.22998
H: 3.56024 0.08497 4.29012
H: 3.06162 -1.24253 3.23430
H: 2.25045 -0.99625 4.78280
H: 3.22609 2.37375 2.52135
H: 2.30736 2.16094 1.03238
H: 3.54317 0.97561 1.47673
H: 1.68679 2.40397 4.76846
H: 0.07351 1.67671 4.80810
H: 0.48922 2.83128 3.53439
H: -1.76412 -1.45030 1.08367
H: -3.43872 -2.74372 2.24186
H: -3.35749 -3.02140 4.72815
H: -1.48409 -1.95024 5.96780
H: 0.19651 -0.66860 4.82595

Results
E, hartree: -4099.32162
LUMO energy (spin up / spin down), eV: 4.5 / 4.0
Charge: -2
F_max, eV/Å: 0.9
Multiplicity: 4